Here is a cluster of 3 separate species, C4H10NO3 in total from OMol25. Energies are from ωB97M-V with the def2-TZVPD basis set.

Each line ends with the Löwdin spin population.
CARTESIAN COORDINATES (ANGSTROEM)
O1 1.985 -0.814 0.832  0.714
C1 0.877 -0.983 0.150  0.114
N1 1.023 -1.328 -1.304  0.043
C2 1.571 -0.431 -2.016  0.048
O2 1.544 2.232 -1.702  0.878
C3 -0.202 0.177 0.405  0.091
C4 -0.807 -0.034 1.760  -0.015
H1 0.365 -1.906 0.519  0.062
H2 1.860 0.585 -1.644  0.015
H3 1.778 -0.697 -3.052  0.005
H4 0.445 1.048 0.224  0.000
H5 -0.900 0.036 -0.423  0.005
H6 -1.359 -0.959 1.648  0.001
H7 -1.610 0.682 1.957  -0.006
H8 -0.008 -0.010 2.501  -0.002
H9 0.709 2.732 -1.575  0.014
H10 -3.973 0.187 0.788  -0.017
O3 -3.299 -0.516 0.931  -0.952

As for the multiplicity: 2. The lowest unoccupied orbital energy (spin up / spin down) is -2.37 / -2.48 eV. The value obtained for the largest force on an atom is 2.160 eV Å⁻¹. For the HOMO energy (spin up / spin down), the calculation gives -9.38 / -9.35 eV. The calculation puts the energy relative to the best compared isomer or geometry (same formula, charge and spin) at 734.0 kJ/mol. The value obtained for the HOMO-LUMO gap (spin up / spin down) is 7.015 / 6.868 eV. The value obtained for the electronic energy is -11934.043 eV.